Below is 7 unconnected molecules or ions with the total composition C22H50BrClFN3O10 in a non-equilibrium geometry, with properties calculated with wB97M-V/def2-TZVPD.

Computed properties:
- Gap between HOMO and LUMO: 8.23 eV
- LUMO level: -0.67 eV
- E_HOMO: -8.900 eV

ORCA input file:
```
! wB97M-V def2-TZVPD RIJCOSX def2/J DEFGRID3
* xyz 0 1
C 0.6393 0.1651 4.5932
C -0.1155 0.2126 3.2892
F -1.4611 -0.0173 3.5781
C 0.3017 -0.8417 2.2498
N 1.7706 -1.0972 2.4202
C 2.2538 -1.7529 1.3055
N 3.5051 -1.6316 0.9580
O 4.3962 -0.8795 1.6701
N 1.3620 -2.4714 0.5530
C 1.8732 -3.6215 -0.2212
C 1.2512 -4.8220 0.4635
O 0.1094 -5.1196 0.4583
Cl 2.4220 -5.7159 1.4757
C 0.5821 -1.4254 -0.2097
Br -0.8454 -2.3282 -1.1737
C 1.5771 -0.8007 -1.2706
O 1.8856 0.3656 -1.0484
O 1.9399 -1.5863 -2.1437
C 0.0560 -0.3780 0.8079
C -1.4072 0.0165 0.6372
H 0.2214 0.9256 5.2514
H 1.6885 0.4076 4.4541
H 0.5030 -0.7949 5.0911
H -0.0244 1.2017 2.8369
H -0.2851 -1.7331 2.4904
H 1.8817 -1.7672 3.1843
H 3.8616 -2.0412 0.1034
H 4.7457 -1.4435 2.3751
H 1.5733 -3.5832 -1.2634
H 2.9481 -3.7468 -0.1663
H 0.6525 0.5207 0.6687
H -2.0876 -0.7685 0.9554
H -1.6133 0.3251 -0.3828
H -1.6063 0.8814 1.2676
C 4.7042 3.1452 -2.4528
C 5.0003 3.3577 -0.9799
O 3.8423 3.1699 -0.1738
H 3.9217 3.8289 -2.7818
H 5.5956 3.3128 -3.0596
H 4.3497 2.1280 -2.6312
H 5.3350 4.3783 -0.7964
H 5.7933 2.6750 -0.6528
H 3.5217 2.2700 -0.3202
C -3.9940 0.2675 -4.2326
C -3.4176 -0.7231 -3.2362
O -3.3629 -0.1562 -1.9317
H -3.3854 1.1716 -4.2552
H -4.0312 -0.1557 -5.2381
H -5.0077 0.5562 -3.9443
H -2.3990 -0.9961 -3.5089
H -4.0209 -1.6389 -3.2129
H -4.2666 0.0741 -1.6811
C -7.8860 2.4097 -0.3850
C -7.3103 1.0731 -0.8110
O -5.9451 0.9276 -0.4223
H -7.3028 3.2261 -0.8108
H -8.9216 2.5108 -0.7112
H -7.8590 2.5128 0.7021
H -7.3231 0.9779 -1.8958
H -7.9024 0.2537 -0.3906
H -5.8965 0.9930 0.5360
C 3.6807 6.4371 2.3467
C 2.3171 5.8496 2.6627
O 1.6158 5.4601 1.4908
H 3.5757 7.2996 1.6879
H 4.1959 6.7512 3.2562
H 4.3026 5.6992 1.8351
H 1.6872 6.5864 3.1605
H 2.4278 4.9895 3.3345
H 2.1526 4.7956 1.0425
C -2.5718 -4.1836 3.7938
C -1.1328 -4.3047 3.3346
O -0.2299 -3.5807 4.1795
H -2.8707 -3.1355 3.8275
H -3.2416 -4.7181 3.1199
H -2.6943 -4.5967 4.7982
H -1.0117 -3.8789 2.3401
H -0.8296 -5.3549 3.2879
H -0.3003 -3.9432 5.0676
C 1.0674 -0.5226 -5.5947
C 1.3259 -1.9787 -5.9292
O 2.6170 -2.3936 -5.4981
H 1.8208 0.1136 -6.0609
H 0.0810 -0.2005 -5.9356
H 1.1318 -0.3699 -4.5151
H 1.2930 -2.1429 -7.0063
H 0.5625 -2.6139 -5.4646
H 2.6410 -2.2678 -4.5416
*
```

Atomic partial charges in e from the Löwdin method, atoms 1 to 5: -0.03, -0.33, -0.02, -0.20, 0.15



Below is 7 unconnected molecules or ions with the total composition C22H50Cl10N2 in a non-equilibrium geometry, with properties calculated with wB97M-V/def2-TZVPD.

Computed properties:
- Gap between HOMO and LUMO: 8.98 eV
- LUMO level: 0.52 eV
- SMILES: CCN(CC)CC.CCN(CC)CC.ClCCCl.ClCCCl.ClCCCl.ClCCCl.ClCCCl
- E_HOMO: -8.463 eV

ORCA input file:
```
! wB97M-V def2-TZVPD RIJCOSX def2/J DEFGRID3
* xyz 0 1
C 3.3519 -0.0935 0.7922
C 3.5591 0.9859 1.8234
N 2.5634 0.9019 2.9760
C 2.5755 -0.3329 3.7711
C 3.7741 -0.8672 4.1335
C 2.8344 1.9577 3.8889
C 1.7226 2.2190 4.9460
H 3.6548 0.1827 -0.1420
H 2.4407 -0.1681 0.6732
H 3.7183 -1.0965 1.1225
H 3.4092 1.9063 1.3367
H 4.6877 1.1034 2.1003
H 2.3256 -0.9140 3.0149
H 2.0149 -0.2014 4.4753
H 4.7652 -0.8129 3.6206
H 3.6619 -1.9048 4.0960
H 4.0160 -0.5195 5.1362
H 2.9131 2.7785 3.4094
H 3.9008 1.8386 4.3879
H 0.8368 2.0915 4.4514
H 1.7751 3.3360 5.3299
H 1.9108 1.5849 5.6243
C 1.1303 1.1196 -3.8218
C 1.4594 -0.2200 -4.3699
N 0.9716 -1.3340 -3.3607
C 0.4113 -2.4650 -3.8900
C 1.0578 -3.1088 -5.0491
C 2.1079 -1.6070 -2.4420
C 1.5628 -2.2986 -1.1877
H 1.4512 1.7567 -4.6249
H 1.7842 1.4521 -2.9891
H 0.2699 1.3591 -3.4064
H 2.3449 -0.1864 -4.5019
H 0.8002 -0.3183 -5.2827
H -0.5145 -2.0149 -4.3008
H 0.0010 -3.1455 -3.1344
H 1.5209 -2.5727 -5.7584
H 0.2210 -3.7008 -5.6204
H 1.7567 -3.7115 -4.7441
H 2.7481 -0.7209 -2.1470
H 2.8108 -2.2048 -3.0271
H 0.7671 -1.7446 -1.0072
H 2.0584 -2.2695 -0.3002
H 0.9603 -3.1478 -1.0887
Cl -4.1974 -2.0247 1.0656
C -3.6266 -3.7095 1.3423
C -3.2665 -4.4700 0.1056
Cl -1.8005 -3.8084 -0.6440
H -4.4879 -4.3163 2.1334
H -2.6956 -3.7441 1.9195
H -3.9811 -4.4499 -0.7440
H -3.1996 -5.4841 0.3008
Cl -5.2891 5.0418 3.1229
C -3.5725 5.1040 2.5280
C -2.7170 5.8663 3.4635
Cl -2.5633 4.8675 5.0450
H -3.7972 5.7142 1.7263
H -3.0162 4.1337 2.1690
H -3.4818 6.7559 3.5816
H -1.8956 6.1122 2.8403
Cl -1.6682 1.9016 0.7027
C -0.7998 1.0138 -0.6079
C -1.6796 0.0204 -1.2813
Cl -3.3363 0.7348 -1.6700
H 0.0157 0.3458 -0.1771
H -0.1877 1.6780 -1.3369
H -1.7619 -0.8666 -0.6493
H -1.1886 -0.3068 -2.1241
Cl -3.7242 -0.2363 -6.2154
C -3.0589 1.3364 -6.3329
C -1.9055 1.4319 -5.2896
Cl -1.1748 3.0793 -5.2674
H -3.6803 2.1853 -6.0601
H -2.8440 1.3548 -7.3300
H -1.0485 0.8094 -5.6790
H -2.1281 1.2067 -4.3427
Cl -0.3395 -2.1296 1.9938
C -1.2572 -0.8940 2.8717
C -1.6389 -1.4478 4.2193
Cl -0.3535 -2.0278 5.1956
H -1.8396 -0.2860 2.1201
H -0.3256 -0.1237 3.1674
H -2.5100 -2.3776 4.2287
H -2.0703 -0.8826 4.9960
*
```

Atomic partial charges in e from the Löwdin method, atoms 1 to 5: -0.07, -0.20, -0.11, -0.32, -0.10



Below is a molecular structure, C22H50F6KNO14S2 in a non-equilibrium geometry, with properties calculated with wB97M-V/def2-TZVPD.

Computed properties:
- Gap between HOMO and LUMO: 7.10 eV
- LUMO level: -1.80 eV
- E_HOMO: -8.904 eV

ORCA input file:
```
! wB97M-V def2-TZVPD RIJCOSX def2/J DEFGRID3
* xyz 0 1
K 2.9551 5.0051 1.6525
C 0.0347 1.6117 2.0910
F 0.4669 2.0904 3.2775
F -0.4564 0.4060 2.2675
F -0.9039 2.3875 1.4683
S 1.5000 1.4083 0.8431
O 2.7012 1.2770 1.7201
O 1.1317 0.1884 0.1163
N 1.6028 2.9265 0.1706
S 1.1993 2.7346 -1.2731
O 2.1856 2.1014 -2.1519
O -0.1341 2.1143 -1.4605
C 1.1431 4.5734 -1.8026
F 0.5345 4.6310 -2.9909
F 0.5094 5.3538 -0.8623
F 2.3945 4.8875 -1.9810
C -2.4605 -0.2703 -0.1375
O -3.7861 -0.8374 -0.0655
C -4.7415 0.0401 -0.5814
C -5.5184 -0.2556 -1.9111
O -6.0974 -1.5394 -1.9163
C -6.7488 -1.6998 -3.1602
H -1.9947 -0.2123 -1.1213
H -1.8230 -0.7425 0.6100
H -2.5147 0.7284 0.2958
H -4.5124 1.1057 -0.5926
H -5.6445 -0.0531 0.0219
H -5.0574 0.0675 -2.8445
H -6.3419 0.4580 -1.8840
H -7.5802 -1.0284 -3.3751
H -7.2741 -2.6502 -3.2547
H -6.0847 -1.8182 -4.0163
C -7.4970 -1.5028 3.2942
O -6.1899 -1.9420 3.5196
C -5.2769 -1.5124 2.5564
C -3.8762 -2.1174 2.7409
O -3.4039 -1.5123 3.9632
C -2.2533 -2.1858 4.4094
H -8.1286 -1.8523 4.1109
H -7.9175 -2.0496 2.4502
H -7.5824 -0.4210 3.1917
H -5.1711 -0.4277 2.5784
H -5.6223 -1.7887 1.5602
H -3.1634 -1.8916 1.9478
H -4.0571 -3.1735 2.9408
H -2.1492 -3.2544 4.2214
H -2.2323 -2.1933 5.4992
H -1.3772 -1.6068 4.1173
C 5.7369 -2.8607 5.7801
O 5.1282 -2.7954 4.4804
C 4.0019 -1.9014 4.5621
C 3.2879 -1.8933 3.2195
O 2.6856 -3.1545 2.9522
C 1.5702 -2.9890 2.1518
H 6.7422 -3.2802 5.8164
H 5.0460 -3.6354 6.1125
H 5.6627 -2.0143 6.4629
H 4.3026 -0.8599 4.6762
H 3.3080 -1.9890 5.3981
H 3.9087 -1.5329 2.3992
H 2.4955 -1.1448 3.2231
H 1.7675 -2.6442 1.1367
H 0.9333 -2.2142 2.5787
H 1.0598 -3.9458 2.2611
C 4.9350 0.1833 -2.6452
O 5.6259 -0.0806 -1.4321
C 5.4441 0.8687 -0.4463
C 6.0177 0.4048 0.8498
O 7.4036 0.1350 0.8911
C 8.2160 1.1935 0.4992
H 5.4679 0.9220 -3.2438
H 3.9180 0.5278 -2.4578
H 4.9335 -0.7865 -3.1429
H 4.3706 0.9994 -0.3100
H 5.8757 1.8314 -0.7202
H 5.4884 -0.4257 1.3170
H 5.8668 1.2795 1.4825
H 8.0434 1.6486 -0.4760
H 9.2895 1.0127 0.5533
H 8.2473 1.9700 1.2636
C 0.8418 2.3507 -5.9341
O -0.4239 3.1721 -5.7427
C -1.5557 2.3568 -5.7586
C -1.8182 1.5811 -4.4072
O -2.9918 0.7668 -4.6307
C -2.6616 -0.5453 -5.1193
H 1.1106 1.6219 -5.1694
H 1.6837 3.0270 -5.7862
H 1.0174 2.0499 -6.9669
H -1.5154 1.5343 -6.4727
H -2.2970 3.1004 -6.0512
H -2.2563 2.3403 -3.7592
H -0.9614 1.0720 -3.9659
H -2.3935 -1.2894 -4.3693
H -1.7745 -0.5710 -5.7521
H -3.5701 -0.9548 -5.5609
*
```

Atomic partial charges in e from the Löwdin method, atoms 1 to 5: 0.90, -0.60, 0.12, 0.14, 0.10



Below is a molecular structure, C22H50GdN3P3S in a non-equilibrium geometry, with properties calculated with wB97M-V/def2-TZVPD.

Computed properties:
- Gap between HOMO and LUMO (alpha / beta): 2.35 / 3.98 eV
- LUMO level (alpha / beta): -11.71 / -10.09 eV
- Expectation value of S²: 15.99
- E_HOMO (alpha / beta): -14.059 / -14.062 eV

ORCA input file:
```
! wB97M-V def2-TZVPD RIJCOSX def2/J DEFGRID3
* xyz 3 8
Gd -0.1283 -0.1056 0.4267
P -0.6595 -2.9385 0.7834
P 2.7283 -0.5887 0.8501
P 0.5274 -1.1096 -2.1458
H -1.3182 2.3666 0.0177
C -1.4930 1.6316 -0.7837
C -2.4052 0.6108 -0.5909
H -3.0154 0.5665 0.3203
C -1.4301 -3.3887 2.3941
C 0.6511 -4.2268 0.7216
C -1.8993 -3.6558 -0.3700
C 3.5552 1.0349 0.5813
C 3.1798 -0.9933 2.5836
C 3.8127 -1.7403 -0.0765
C -0.8885 -1.0129 -3.3098
C 1.2504 -2.7181 -2.6232
C 1.7498 0.0724 -2.8400
H -1.0605 1.9015 -1.7495
H -2.7290 -0.0833 -1.3826
H -2.3008 -2.7466 2.5805
H -0.7109 -3.2266 3.2080
H -1.7497 -4.4364 2.3933
H 1.4014 -4.0163 1.4961
H 1.1574 -4.2179 -0.2526
H 0.2267 -5.2269 0.8993
H -2.8064 -3.0380 -0.3457
H -2.1613 -4.6828 -0.0739
H -1.5175 -3.6577 -1.3988
H 4.6340 0.9886 0.8010
H 3.0912 1.8034 1.2155
H 3.4054 1.3535 -0.4583
H 4.2511 -0.8374 2.7746
H 2.9213 -2.0420 2.7812
H 2.5865 -0.3954 3.2903
H 4.8628 -1.6803 0.2615
H 3.7775 -1.5389 -1.1566
H 3.4562 -2.7725 0.0622
H -0.5370 -1.1410 -4.3402
H -1.3923 -0.0413 -3.2234
H -1.6179 -1.7962 -3.0650
H 1.4904 -2.7099 -3.6969
H 0.5345 -3.5266 -2.4196
H 2.1692 -2.9097 -2.0517
H 1.8999 -0.1274 -3.9097
H 2.7114 -0.0036 -2.3171
H 1.3820 1.1027 -2.7241
C -0.7528 3.2497 -5.8106
C 0.0360 4.2866 -6.3500
C -0.5807 5.4672 -6.7946
C -1.9752 5.5837 -6.7850
C -2.7695 4.5023 -6.3779
C -2.1607 3.3248 -5.9419
S -0.1439 1.8549 -4.9519
H 1.1372 2.1174 -4.5302
H 1.1176 4.1777 -6.3840
H 0.0206 6.3144 -7.1309
H -2.4612 6.5180 -7.0941
H -3.8608 4.5686 -6.3742
H -2.7626 2.4661 -5.6421
C -3.2045 0.1990 4.4341
N -1.7845 0.1131 4.8047
C -1.5463 -0.4315 6.1359
C -0.8084 0.3269 3.8811
N -1.0405 0.1426 2.5489
N 0.4069 0.8307 4.2193
C 0.9510 0.7814 5.5586
C 1.0128 1.8583 3.3669
H -3.7611 0.5973 5.2852
H -3.6298 -0.7835 4.1956
H -3.3457 0.8790 3.5917
H -0.8694 -1.2971 6.1101
H -1.1622 0.3269 6.8341
H -2.5119 -0.7718 6.5354
H -2.0339 -0.0329 2.3838
H 1.9946 1.1227 5.5239
H 0.4124 1.4385 6.2595
H 0.9642 -0.2461 5.9401
H 2.1105 1.8035 3.4200
H 0.7007 1.7405 2.3188
H 0.7082 2.8719 3.6830
*
```

Atomic partial charges in e from the Löwdin method, atoms 1 to 5: 1.15, 0.73, 0.72, 0.69, 0.09



Below is 8 unconnected molecules or ions with the total composition C22H50N7O10 in a non-equilibrium geometry, with properties calculated with wB97M-V/def2-TZVPD.

Computed properties:
- Gap between HOMO and LUMO (alpha / beta): 8.08 / 2.48 eV
- LUMO level (alpha / beta): -0.83 / -6.43 eV
- Expectation value of S²: 0.78
- E_HOMO (alpha / beta): -8.910 / -8.910 eV

ORCA input file:
```
! wB97M-V def2-TZVPD RIJCOSX def2/J DEFGRID3
* xyz 0 2
O -0.0070 -0.8422 -0.1008
C -0.6168 0.2278 -0.4899
O -1.3496 0.8715 0.2403
O -0.2568 0.5624 -1.6329
H 0.4136 -0.7404 -0.9577
C 0.7312 -3.6336 -1.4091
C 2.1359 -4.1888 -1.6234
O 2.5848 -4.3528 -2.7341
N 2.7376 -4.4146 -0.4447
C 4.1705 -4.7538 -0.3307
H 0.6801 -3.1699 -0.4240
H 0.0177 -4.4519 -1.5056
H 0.5766 -2.7982 -2.0920
H 2.3004 -4.1704 0.4324
H 4.7057 -3.8213 -0.1512
H 4.5327 -5.3244 -1.1859
H 4.2677 -5.2750 0.6216
C -0.2059 3.9938 -0.0128
C -1.5987 4.5116 0.3972
O -1.8598 5.6826 0.2079
N -2.4622 3.6631 0.8908
C -3.8153 3.8928 1.3068
H 0.5161 4.7505 0.2941
H -0.1864 3.9406 -1.1013
H 0.1327 3.0335 0.3762
H -2.2712 2.6740 0.8184
H -4.1955 4.9078 1.1916
H -3.9414 3.6907 2.3704
H -4.4632 3.2157 0.7500
C 2.8716 -0.8400 0.5133
C 4.3841 -0.7932 0.8910
O 5.1608 -0.0321 0.2971
N 4.7614 -1.6017 1.8970
C 6.1984 -1.6377 2.3808
H 2.4832 0.0971 0.1146
H 2.2710 -0.9242 1.4190
H 2.7922 -1.6294 -0.2341
H 4.1195 -2.2714 2.2967
H 6.3953 -1.0545 3.2804
H 6.9669 -1.3289 1.6721
H 6.3882 -2.6778 2.6459
C -1.2177 -2.8883 2.6351
C -2.3355 -3.1951 1.6265
O -3.2985 -3.9210 1.9008
N -2.0702 -2.7049 0.4462
C -2.9701 -2.6487 -0.6766
H -0.2669 -2.6551 2.1558
H -1.0919 -3.7104 3.3397
H -1.6248 -2.0947 3.2617
H -1.2047 -2.1858 0.4064
H -2.5697 -3.3290 -1.4283
H -3.0091 -1.5921 -0.9412
H -3.9861 -2.9674 -0.4438
C -3.8440 0.2154 2.6401
C -2.7458 0.5686 3.6142
O -2.8503 0.4410 4.8031
N -1.6856 1.1074 3.0351
C -0.5806 1.7803 3.7281
H -4.2175 1.1425 2.2053
H -4.6182 -0.3397 3.1698
H -3.3917 -0.4402 1.8959
H -1.5928 0.9344 2.0443
H 0.2020 1.0906 4.0442
H -0.9971 2.3739 4.5420
H -0.2525 2.4337 2.9197
C -2.2672 3.5239 -3.2303
C -3.5251 2.9216 -2.6604
O -4.6247 3.4558 -2.8669
N -3.4382 1.9219 -1.8608
C -4.5100 1.2297 -1.2145
H -2.0249 4.4792 -2.7645
H -2.3797 3.5421 -4.3143
H -1.3384 2.9554 -3.1830
H -2.5493 1.5976 -1.5077
H -5.0582 0.5742 -1.8912
H -5.2667 1.8932 -0.7959
H -4.1685 0.6595 -0.3506
C 3.0460 2.6276 -2.0630
C 3.3970 1.4697 -2.9992
O 4.4732 1.5427 -3.5992
N 2.5434 0.4118 -3.0622
C 2.7568 -0.8526 -3.7414
H 3.3054 3.4949 -2.6701
H 3.7253 2.6153 -1.2107
H 2.0437 2.6075 -1.6353
H 1.6506 0.4840 -2.5954
H 3.3331 -1.5049 -3.0853
H 3.2662 -0.7556 -4.7001
H 1.7632 -1.2973 -3.7977
*
```

Atomic partial charges in e from the Löwdin method, atoms 1 to 5: 0.07, -0.87, 0.02, -0.02, 0.05



E in Eh, matching the order above: -4918.85975, -5579.17661, -3971.47282, -3219.45511, -2003.91666